Record 1
{
  "formula": "C4H10NO",
  "method": "wB97M-V/def2-TZVPD",
  "homo_lumo_gap_ev": 10.1100,
  "fmax_ev_per_a": 1.630,
  "charge": 1,
  "de_lowest_kcal_mol": 98.9,
  "lumo_energy_ev": -4.61,
  "species": ["C", "C", "C", "C", "N", "O", "H", "H", "H", "H", "H", "H", "H", "H", "H", "H"],
  "xyz": [[1.55, -0.68, -0.13], [-0.82, -0.33, -0.48], [-1.27, -1.69, -0.10], [-1.44, 0.82, -0.29], [0.52, -0.32, -1.14], [2.44, 0.25, -0.14], [1.37, 1.93, 1.42], [-2.26, -1.64, 0.35], [-0.58, -2.14, 0.61], [-1.34, -2.34, -0.98], [-1.04, 1.78, -0.59], [0.65, 1.82, 1.70], [-2.41, 0.85, 0.17], [0.71, 0.59, -1.58], [0.53, -1.06, -1.85], [3.15, 0.11, 0.51]]
}

***

Record 2
{
  "formula": "C4H10NO",
  "method": "wB97M-V/def2-TZVPD",
  "homo_lumo_gap_ev": 9.1377,
  "fmax_ev_per_a": 1.702,
  "charge": 1,
  "smiles": "[NH3+]CCCC=O",
  "de_lowest_kcal_mol": 26.3,
  "lumo_energy_ev": -4.00,
  "species": ["C", "C", "C", "C", "O", "N", "H", "H", "H", "H", "H", "H", "H", "H", "H", "H"],
  "xyz": [[-0.20, 1.20, 0.03], [0.30, -0.24, -0.10], [-0.74, -1.11, -0.82], [-0.64, -2.49, -0.17], [-1.55, -2.95, 0.45], [0.89, 2.01, 0.80], [-0.26, 1.56, -0.99], [-1.13, 1.46, 0.53], [1.22, -0.21, -0.68], [0.69, -0.63, 0.85], [-1.74, -0.70, -0.70], [-0.52, -1.31, -1.88], [0.31, -3.03, -0.30], [0.90, 1.57, 1.72], [0.70, 3.00, 0.94], [1.77, 1.88, 0.32]]
}